Entry 1:
{
  "formula": "C6H10BFNO3",
  "method": "ωB97M-V with the def2-TZVPD basis set",
  "energy_ha": -639.5223,
  "e_lumo_ha": -0.1968,
  "e_homo_ev": -13.5,
  "charge": 1,
  "symbols": ["O", "B", "O", "C", "C", "C", "C", "F", "N", "C", "H", "H", "H", "H", "H", "H", "C", "O", "H", "H", "H", "H"],
  "positions_angstrom": [[0.39655, 2.67139, 1.02537], [-0.53783, 2.30135, 0.00570], [-1.70709, 3.09482, -0.35098], [-0.38124, 0.88775, -0.82718], [0.37214, 0.87210, -2.21208], [0.44127, -0.53214, -2.92700], [-0.21717, -1.76893, -2.22030], [-0.19281, -3.02321, -2.87888], [-0.88317, -1.69420, -0.94521], [-0.98488, -0.43667, -0.22573], [0.00671, 3.46548, 1.47129], [-2.08673, 2.70311, -1.17986], [0.81252, 1.81821, -2.70258], [0.96926, -0.59709, -3.94424], [-1.30811, -2.56712, -0.56537], [-1.54654, -0.38802, 0.77542], [1.27220, -0.84385, 3.14256], [0.29420, -1.60992, 2.44900], [0.81143, 0.07915, 3.49506], [1.64482, -1.41116, 3.99817], [2.09670, -0.60135, 2.46790], [0.72777, -2.41968, 2.14894]],
  "forces_ev_per_angstrom": [[-3.042, -0.028, -1.906], [-0.730, 1.064, 0.583], [2.472, -2.160, -0.203], [0.701, -3.292, -1.521], [-2.114, -4.522, 1.716], [-1.566, 0.770, 3.220], [0.834, 1.989, -1.059], [-0.252, 3.628, 2.368], [1.383, 2.402, -1.760], [1.737, 1.901, -2.800], [0.702, -0.666, -0.351], [0.219, 0.649, 1.187], [-0.776, -1.785, 0.951], [-1.057, -0.367, 1.831], [0.449, 0.944, -0.347], [1.084, -0.541, -1.789], [0.261, -0.064, 0.056], [-0.287, -0.238, -0.486], [-0.033, -0.145, -0.081], [0.075, 0.179, 0.026], [0.077, 0.127, 0.166], [-0.138, 0.156, 0.199]]
}


Entry 2:
{
  "formula": "C6H10BO18Zr",
  "method": "ωB97M-V with the def2-TZVPD basis set",
  "energy_ha": -1661.1792,
  "e_lumo_ha": 0.2520,
  "e_homo_ev": 0.0,
  "charge": -3,
  "symbols": ["Zr", "B", "H", "H", "H", "H", "O", "C", "O", "O", "H", "O", "C", "O", "O", "H", "O", "C", "O", "O", "H", "O", "C", "O", "O", "H", "O", "C", "O", "O", "H", "O", "C", "O", "O", "H"],
  "positions_angstrom": [[-0.20019, 0.35080, 0.04285], [-2.27907, 1.56175, 0.43320], [-2.24645, 0.45975, 0.22171], [-1.45930, 1.72205, 1.18777], [-1.94444, 2.17134, -0.45265], [-3.34201, 1.79327, 0.80875], [-1.79892, -2.18370, 3.09262], [-0.98523, -1.06270, 3.13206], [-0.28967, -0.81169, 4.11584], [-0.89403, -0.44113, 2.02694], [-2.06636, -2.25724, 2.15378], [1.62969, 4.01455, 1.02499], [1.09096, 2.80107, 0.77353], [0.39804, 2.54226, -0.24284], [1.08644, 1.82188, 1.54741], [2.00186, 3.80032, 1.90171], [2.28573, -1.48893, 2.92182], [2.44297, -1.47824, 1.58064], [3.55687, -1.85628, 1.15689], [1.48733, -1.02970, 0.89097], [1.41608, -1.14087, 3.19614], [2.40493, 2.09476, -2.19767], [2.20366, 0.76001, -2.31654], [2.82716, 0.20822, -3.25245], [1.48280, 0.18870, -1.45927], [2.97990, 2.34721, -2.92223], [-0.12748, -3.84655, -0.75577], [-1.05725, -2.95825, -0.31171], [-0.87667, -1.72556, -0.45756], [-2.06266, -3.39496, 0.30516], [-0.58803, -4.66113, -0.50100], [-0.82806, 0.84793, -4.15728], [-1.48199, 0.26141, -3.12869], [-2.34891, -0.59674, -3.41976], [-1.16063, 0.57867, -1.96045], [-1.25707, 0.60770, -4.97892]],
  "forces_ev_per_angstrom": [[1.265, -1.564, 0.143], [-1.010, 1.070, -0.054], [-0.257, -2.691, -0.764], [1.693, 0.503, 2.231], [0.096, 1.087, -1.802], [-1.267, 0.378, 0.738], [0.121, 0.819, 0.226], [1.276, -0.214, -1.506], [-0.696, -0.421, 0.786], [-0.515, 0.212, -0.270], [0.042, -0.213, 0.084], [0.273, -1.002, 0.799], [-3.060, -2.989, -1.826], [0.378, 2.424, -2.022], [1.957, 0.095, 2.671], [0.139, 0.589, -0.176], [-0.103, -0.199, 1.107], [1.501, 0.424, -1.080], [-0.933, -0.004, 0.457], [-1.061, 0.553, -0.487], [0.002, 0.042, -0.241], [-0.396, 1.243, 0.848], [0.923, -1.712, -1.114], [-0.474, 0.301, 0.395], [-0.621, 0.698, 0.482], [0.066, -0.356, -0.190], [-0.459, -0.093, -0.172], [-1.585, 1.667, 1.766], [1.203, 0.500, -0.803], [0.602, -0.885, -0.469], [0.391, -0.086, -0.090], [1.049, 1.466, -0.132], [-1.694, -2.662, 0.742], [0.374, 0.874, -0.382], [1.070, 0.629, -0.069], [-0.291, -0.484, 0.176]]
}


Entry 3:
{
  "formula": "C6H10Br4Cl6",
  "method": "ωB97M-V with the def2-TZVPD basis set",
  "energy_ha": -13291.7923,
  "e_lumo_ha": 0.0072,
  "e_homo_ev": -10.3,
  "charge": 0,
  "e_above_lowest_kcal_mol": 18.2,
  "symbols": ["Cl", "C", "Cl", "Cl", "H", "Cl", "C", "Cl", "Cl", "H", "Br", "C", "C", "Br", "H", "H", "H", "H", "Br", "C", "C", "Br", "H", "H", "H", "H"],
  "positions_angstrom": [[-8.41701, 3.96636, -2.46945], [-10.04947, 4.52232, -2.56293], [-11.08332, 3.08283, -2.22297], [-10.49454, 5.39052, -4.02736], [-10.16652, 5.17078, -1.69466], [1.68906, -7.85448, 0.29193], [2.12416, -6.31720, -0.43616], [1.01921, -6.09675, -1.73822], [3.74632, -6.41459, -1.11843], [2.05372, -5.51787, 0.30155], [-0.07395, 4.19874, -1.34733], [-0.81128, 2.54044, -2.18952], [0.25004, 1.65371, -2.93925], [1.40094, 0.69808, -1.72802], [-1.60419, 2.88812, -2.85170], [-1.28690, 1.97493, -1.38822], [0.89832, 2.25705, -3.57471], [-0.25934, 0.85428, -3.47735], [6.16138, 1.16959, 3.85483], [4.83136, -0.20014, 4.54825], [5.39474, -1.59250, 4.23986], [4.33666, -2.93562, 5.27220], [3.95010, -0.02403, 3.93145], [4.68980, 0.02068, 5.60622], [6.44390, -1.60637, 4.53511], [5.25682, -1.82883, 3.18476]],
  "forces_ev_per_angstrom": [[1.053, 0.024, -0.498], [-0.786, -0.332, 1.105], [-0.151, 0.563, -0.395], [0.173, -0.337, 0.226], [-0.288, 0.082, -0.438], [0.153, -0.318, 0.775], [0.277, -0.556, -0.022], [-0.917, 0.826, -0.837], [0.399, 0.221, 0.305], [0.088, -0.170, -0.218], [-0.225, -0.990, -0.500], [0.738, -0.324, -0.115], [-0.970, 1.018, 0.689], [0.216, -0.002, 0.319], [0.307, 0.000, -0.167], [0.227, 0.096, 0.008], [-0.242, -0.166, -0.040], [-0.050, 0.362, -0.191], [-0.694, -0.761, 0.407], [0.577, 0.104, -0.939], [-0.415, 0.687, 0.537], [0.579, 0.569, -0.471], [-0.036, 0.133, 0.468], [0.036, -0.100, -0.283], [-0.222, -0.552, 0.036], [0.173, -0.079, 0.240]]
}


Entry 4:
{
  "formula": "C6H10BrNO4",
  "method": "ωB97M-V with the def2-TZVPD basis set",
  "energy_ha": -3164.1499,
  "e_lumo_ha": 0.0243,
  "e_homo_ev": -8.5,
  "charge": 0,
  "e_above_lowest_kcal_mol": 83.0,
  "symbols": ["C", "C", "O", "C", "C", "O", "C", "C", "Br", "N", "O", "O", "H", "H", "H", "H", "H", "H", "H", "H", "H", "H"],
  "positions_angstrom": [[1.08606, -0.05227, -2.63096], [0.92079, 0.69127, -1.58267], [-0.19785, 0.75393, -0.89832], [-0.17310, 1.57533, 0.29165], [-1.56305, 1.72842, 0.89478], [0.83393, 1.15864, 1.11010], [0.74935, -0.18819, 1.67896], [0.56796, -1.34437, 0.63957], [2.11111, -2.08719, 0.02509], [-0.52586, -1.97163, 0.45108], [-1.65673, -1.65220, 0.77991], [-0.42673, -3.10361, -0.35186], [0.37221, -0.79927, -2.91701], [1.83102, 0.25830, -3.33378], [1.60172, 1.41279, -1.24467], [0.13779, 2.62070, -0.04498], [-2.28274, 1.84339, -0.02039], [-1.79962, 2.69594, 1.39009], [-1.86025, 0.71903, 1.35144], [-0.10092, -0.34412, 2.39747], [1.67995, -0.37687, 2.11394], [-1.30504, -3.53802, -0.09947]],
  "forces_ev_per_angstrom": [[0.065, -0.581, -1.463], [0.133, 1.218, -0.004], [-2.776, -0.360, 2.063], [-0.215, 2.228, -1.458], [-2.052, -1.443, -2.247], [0.799, -1.720, 1.630], [-2.968, -0.249, -1.900], [1.174, 1.488, 1.724], [1.405, -0.509, -0.427], [0.362, -0.142, -0.974], [-1.483, 0.350, 0.846], [-1.845, -1.042, 0.613], [-0.314, -0.148, -0.160], [0.697, -0.468, -0.045], [1.381, 0.982, 0.031], [-0.035, -1.185, 0.337], [1.270, -0.516, 1.354], [0.838, -1.078, 0.468], [0.117, 1.850, -0.086], [0.766, 0.646, -0.469], [1.291, 0.036, 0.845], [1.391, 0.642, -0.677]]
}


Entry 5:
{
  "formula": "C6H10BrOP",
  "method": "ωB97M-V with the def2-TZVPD basis set",
  "energy_ha": -3225.1830,
  "e_lumo_ha": 0.0272,
  "e_homo_ev": -9.8,
  "charge": 0,
  "e_above_lowest_kcal_mol": 0.0,
  "symbols": ["O", "P", "Br", "C", "C", "C", "C", "C", "C", "H", "H", "H", "H", "H", "H", "H", "H", "H", "H"],
  "positions_angstrom": [[0.44286, 0.65977, -2.26590], [0.75470, 0.08712, -0.92790], [2.75460, -0.53146, -0.67865], [-0.06310, -1.75780, -0.65019], [0.18889, -2.68077, 0.48710], [-1.14875, -2.00732, 0.31315], [0.24479, 1.29670, 0.39532], [0.55401, 2.80038, 0.34355], [-0.83828, 2.30007, 0.16447], [-0.17263, -2.11371, -1.69338], [0.83028, -2.38104, 1.30268], [0.30030, -3.70815, 0.27163], [-1.92295, -2.77567, -0.02912], [-1.46119, -1.16963, 0.95383], [0.30404, 0.90574, 1.50162], [0.87443, 3.01341, -0.70374], [1.01626, 3.39618, 1.10277], [-1.52798, 2.19324, 0.95897], [-1.13028, 2.47295, -0.84621]],
  "forces_ev_per_angstrom": [[0.250, -0.381, 0.721], [-3.213, -0.841, 0.216], [1.791, -0.031, 0.330], [0.937, 2.731, -1.841], [0.397, 1.298, 0.544], [-1.585, -1.471, -0.128], [1.647, -1.425, 2.030], [0.286, -0.949, -2.596], [0.518, -0.325, 0.323], [0.189, 0.006, 0.790], [0.103, 0.314, -0.010], [-0.191, -0.959, -0.295], [0.704, 1.682, 0.592], [0.071, -0.750, -0.142], [-0.267, 0.472, -2.329], [0.292, 0.350, 1.134], [-0.119, -0.162, 0.573], [-0.965, 0.763, 0.421], [-0.843, -0.322, -0.334]]
}


Entry 6:
{
  "formula": "C6H10Cl10O2",
  "method": "ωB97M-V with the def2-TZVPD basis set",
  "energy_ha": -4986.9385,
  "e_lumo_ha": -0.0023,
  "e_homo_ev": -10.3,
  "charge": 0,
  "e_above_lowest_kcal_mol": 10.6,
  "symbols": ["Cl", "C", "Cl", "Cl", "Cl", "Cl", "C", "Cl", "Cl", "Cl", "Cl", "C", "C", "Cl", "H", "H", "H", "H", "O", "C", "C", "O", "H", "H", "H", "H", "H", "H"],
  "positions_angstrom": [[-2.81092, 24.92967, -5.42220], [-1.66024, 23.61481, -5.48040], [-0.71608, 23.65150, -6.97849], [-0.57386, 23.82403, -4.09936], [-2.59389, 22.07256, -5.18964], [-6.79902, 23.75279, -7.84932], [-6.48781, 22.23115, -7.12689], [-5.51415, 22.46226, -5.66000], [-8.03744, 21.46703, -6.62448], [-5.67432, 21.13467, -8.37604], [0.51637, 26.72155, -8.05545], [1.65845, 25.53135, -8.52750], [1.69655, 25.42443, -9.98905], [2.74561, 24.02320, -10.54115], [1.52242, 24.62116, -7.94342], [2.64712, 25.87834, -8.22712], [2.11936, 26.27920, -10.51697], [0.70958, 25.05016, -10.26091], [-6.99289, 23.62174, -1.32968], [-6.19156, 23.26328, -2.41341], [-5.07096, 24.17082, -2.75488], [-5.48447, 25.43776, -3.33439], [-7.38508, 24.49727, -1.36488], [-5.66470, 22.35168, -2.13143], [-6.82408, 23.00030, -3.26126], [-4.38773, 23.75005, -3.49262], [-4.51053, 24.49488, -1.87796], [-6.15307, 25.41067, -4.02275]],
  "forces_ev_per_angstrom": [[-0.232, 0.287, -0.380], [-0.196, -0.367, 0.761], [-0.609, -0.500, 0.373], [0.268, -0.137, -0.048], [1.322, 0.543, -0.547], [-0.121, 0.803, -0.465], [-0.129, -1.382, 0.081], [-0.410, -0.272, -0.807], [0.479, 0.099, -0.291], [-0.433, 0.792, 1.223], [-1.132, 1.087, 0.427], [2.657, -0.113, 1.299], [-0.394, -2.068, -1.365], [-0.037, 0.391, 0.414], [-0.346, -0.140, -0.568], [0.021, 0.139, 0.347], [-0.661, 0.030, 0.201], [0.002, 0.797, -0.806], [-0.201, -0.105, 1.085], [0.097, -0.752, -0.002], [-0.248, 2.083, -1.333], [0.180, 0.497, 0.735], [0.271, 0.127, -0.534], [-0.303, -0.384, 0.230], [0.091, 0.186, -0.352], [0.080, -0.590, 0.283], [-0.009, -0.322, 0.080], [-0.008, -0.729, -0.041]]
}